--- P ---
This record from OMol25 describes 14 unconnected molecules or ions with the total composition C6H39NO14. The level of theory is ωB97M-V with the def2-TZVPD basis set.

Summary:
Highest occupied orbital energy   -10.10 eV
Kohn-Sham gap   10.2 eV

Geometry as XYZ:
```
60
Properties=species:S:1:pos:R:3:nbo_charge:R:1
C -1.48 -0.57 -0.04 -0.53
C -2.49 0.59 -0.02 -0.23
C -3.90 0.00 -0.17 -0.61
C -2.42 1.28 1.35 -0.58
C -0.15 -0.07 -0.52 0.72
N 0.85 -1.01 -0.61 -0.61
C 0.91 -2.27 0.14 -0.46
O 0.07 1.03 -1.05 -0.69
H -1.85 -1.36 -0.69 0.25
H -1.39 -0.97 0.98 0.23
H -2.32 1.36 -0.76 0.23
H -3.96 -1.04 0.16 0.20
H -4.67 0.56 0.36 0.21
H -4.22 -0.01 -1.21 0.21
H -1.37 1.55 1.55 0.21
H -2.98 2.21 1.47 0.23
H -2.80 0.68 2.17 0.16
H 1.77 -0.65 -0.80 0.42
H 1.90 -2.17 0.61 0.21
H 0.24 -2.46 0.98 0.23
H 0.97 -3.11 -0.54 0.21
H -0.75 2.41 -4.41 0.47
H 0.62 2.16 -5.13 0.51
O -0.35 2.00 -5.16 -0.99
H 2.44 -0.97 3.13 0.50
H 1.81 -1.92 2.01 0.49
O 2.60 -1.67 2.49 -0.96
H 0.62 2.68 2.46 0.49
H -0.46 2.21 3.37 0.47
O 0.23 2.89 3.31 -0.97
H 1.52 2.99 -2.84 0.49
H 1.91 1.69 -3.05 0.47
O 1.91 2.48 -3.59 -0.97
H -2.10 -4.51 0.71 0.48
H -1.80 -3.06 0.84 0.47
O -2.04 -3.82 1.40 -0.94
H -0.10 -0.26 -4.39 0.48
H -1.13 0.22 -5.43 0.51
O -0.69 -0.55 -5.10 -0.98
H 3.49 -0.76 1.30 0.52
H 4.58 -0.46 0.02 0.49
O 3.70 -0.39 0.41 -1.04
H 4.12 1.30 2.50 0.50
H 2.66 1.60 3.21 0.51
O 3.29 0.92 2.86 -1.00
H 2.00 1.14 1.02 0.48
H 1.15 1.77 0.02 0.50
O 1.45 1.94 0.93 -1.00
H -0.40 -3.38 3.02 0.50
H -0.32 -2.21 3.93 0.49
O -0.19 -2.41 2.97 -0.98
H -1.39 -3.65 -4.88 0.46
H -0.73 -2.34 -4.43 0.50
O -1.08 -3.24 -4.08 -0.98
H 1.98 4.50 -0.89 0.48
H 2.83 3.60 -1.75 0.48
O 2.10 3.56 -1.12 -0.94
H -0.61 -0.18 3.68 0.47
H -2.11 0.04 3.32 0.47
O -1.48 0.10 4.00 -0.94
```



--- Q ---
This record from OMol25 describes 15 unconnected molecules or ions with the total composition C6H39NO14. The level of theory is ωB97M-V with the def2-TZVPD basis set.

Summary:
Highest occupied orbital energy   -8.29 eV
Kohn-Sham gap   8.2 eV

Geometry as XYZ:
```
60
Properties=species:S:1:pos:R:3:nbo_charge:R:1
C -3.25 -1.17 1.14 -0.59
C -1.85 -1.39 1.73 -0.45
N 0.91 -2.77 1.81 -0.88
C 0.52 -1.78 0.78 0.10
C -0.73 -1.24 0.89 -0.22
C 1.67 -1.24 -1.36 -0.44
C 1.72 -1.57 -0.07 -0.12
H -3.22 -0.70 0.23 0.20
H -3.85 -1.95 1.14 0.20
H -3.72 -0.32 1.82 0.24
H -1.92 -2.38 2.27 0.20
H -1.78 -0.69 2.58 0.21
H 0.16 -3.24 2.21 0.38
H 1.75 -3.23 1.66 0.41
H -0.88 -0.18 0.21 0.18
H 2.45 -0.87 -2.03 0.21
H 0.63 -1.04 -1.86 0.16
H 2.63 -1.67 0.52 0.20
H -2.59 -3.10 -1.02 0.49
H -2.96 -2.14 -2.32 0.53
O -2.27 -2.73 -1.81 -0.99
H 1.48 1.44 -3.85 0.49
H 2.30 2.20 -2.86 0.49
O 1.72 2.28 -3.62 -0.96
H -0.12 -4.62 -1.61 0.46
H -0.52 -2.98 -1.40 0.54
O -0.19 -4.03 -0.94 -1.01
H 2.05 3.70 2.09 0.49
H 2.52 2.20 1.75 0.50
O 1.77 2.81 1.76 -0.97
H 2.17 2.71 0.12 0.48
H 3.60 2.79 -0.13 0.46
O 2.74 2.98 -0.60 -0.98
H -3.66 0.45 -2.00 0.49
H -2.25 0.20 -2.17 0.46
O -3.07 -0.12 -2.44 -0.94
H 2.87 -3.77 -0.49 0.46
H 1.42 -4.12 -0.09 0.51
O 2.33 -4.06 0.13 -0.97
H -1.42 1.94 -2.04 0.45
H -1.34 3.49 -1.80 0.52
O -1.89 2.62 -1.72 -0.99
H 0.98 4.31 -1.45 0.49
H 0.64 3.65 -2.88 0.51
O 0.39 4.23 -2.17 -1.00
H 3.51 0.22 2.54 0.43
H 3.15 1.02 3.74 0.50
O 3.75 0.86 2.93 -0.92
H 0.26 -0.79 -3.58 0.47
H -0.01 -0.62 -4.88 0.48
O 0.28 -0.03 -4.21 -0.93
H -1.03 2.38 3.22 0.47
H -0.66 3.41 2.43 0.48
O -1.18 3.29 3.29 -0.91
H -2.40 1.95 0.78 0.48
H -2.43 2.69 2.23 0.49
O -2.84 2.06 1.59 -1.00
H -0.19 -0.39 3.49 0.46
H 1.16 -0.90 2.99 0.49
O 0.69 -0.05 3.35 -0.97
```



Which is most stable, and by how much? P, by 142.3 kcal/mol.



--- P ---
This record from OMol25 describes 2 unconnected molecules or ions with the total composition H2. The level of theory is ωB97M-V with the def2-TZVPD basis set.

Summary:
Highest occupied orbital energy   -9.22 eV
Kohn-Sham gap   5.3 eV

Geometry as XYZ:
```
2
Properties=species:S:1:pos:R:3:lowdin_charge:R:1
H 0.00 0.00 1.49 0.00
H 0.00 0.00 -1.49 0.00
```



--- Q ---
This record from OMol25 describes 2 unconnected molecules or ions with the total composition H2. The level of theory is ωB97M-V with the def2-TZVPD basis set.

Summary:
Highest occupied orbital energy   -10.97 eV
Kohn-Sham gap   9.7 eV

Geometry as XYZ:
```
2
Properties=species:S:1:pos:R:3:lowdin_charge:R:1
H 0.00 0.00 0.85 0.00
H 0.00 0.00 -0.85 0.00
```



Which is most stable, and by how much? Q, by 71.8 kcal/mol.



--- P ---
This record from OMol25 describes C9H12S2 in the gas phase. The level of theory is ωB97M-V with the def2-TZVPD basis set.

Summary:
Highest occupied orbital energy (spin up / spin down)   -6.89 / -8.92 eV
Multiplicity   3
Kohn-Sham gap (spin up / spin down)   7.2 / 7.0 eV

Geometry as XYZ:
```
23
Properties=species:S:1:pos:R:3:lowdin_spin:R:1
C 2.62 2.11 0.22 0.02
C 1.33 1.59 0.07 0.22
C 3.60 1.18 0.08 0.22
C 1.38 0.19 -0.05 0.02
C 0.41 -0.72 -0.16 0.35
C -1.50 -0.50 1.38 0.03
C -1.57 -1.89 -0.73 0.08
C -1.64 0.67 -0.89 0.01
C -1.05 -0.59 -0.13 0.04
S 1.06 -2.75 0.08 0.84
S 3.05 -0.41 -0.27 0.11
H 2.98 3.17 0.40 0.00
H 0.35 2.05 0.10 0.01
H 4.57 1.48 0.23 0.01
H -2.38 0.17 1.61 0.00
H -1.75 -1.47 1.80 0.00
H -0.74 -0.22 1.97 0.00
H -1.80 -1.87 -1.72 0.00
H -0.87 -2.64 -0.52 0.04
H -2.57 -2.20 -0.28 0.00
H -2.63 0.77 -0.56 0.00
H -1.11 1.54 -0.66 0.00
H -1.75 0.31 -1.97 0.00
```



--- Q ---
This record from OMol25 describes 3 unconnected molecules or ions with the total composition C9H12S2. The level of theory is ωB97M-V with the def2-TZVPD basis set.

Summary:
Highest occupied orbital energy (spin up / spin down)   -9.19 / -9.19 eV
Multiplicity   3
Kohn-Sham gap (spin up / spin down)   9.9 / 6.9 eV

Geometry as XYZ:
```
23
Properties=species:S:1:pos:R:3:lowdin_spin:R:1
C 2.10 -3.35 0.27 0.00
C 2.94 -2.29 -0.08 0.00
C 0.85 -3.09 0.72 0.00
C 2.58 -0.97 0.02 0.00
C 0.41 -1.76 0.79 0.00
C 1.27 -0.71 0.44 0.01
C -4.37 0.70 0.10 0.00
C -3.12 1.11 0.06 0.02
C 0.73 0.61 0.57 0.11
S -0.28 4.70 -0.08 0.87
S 0.14 1.51 -0.86 0.88
H 2.46 -4.38 0.19 0.00
H 3.94 -2.44 -0.60 0.00
H 0.17 -3.91 0.89 0.00
H 3.22 -0.13 -0.28 0.00
H -0.62 -1.46 1.00 0.00
H -5.11 0.44 -0.59 0.00
H -4.70 -0.09 0.91 0.00
H -2.26 1.07 0.78 0.00
H -2.61 1.58 -0.84 0.02
H 1.63 1.14 1.00 0.03
H 0.01 0.73 1.38 0.02
H -1.09 4.54 1.06 0.03
```



Which is most stable, and by how much? P, by 3.5 kcal/mol.



--- P ---
This record from OMol25 describes 2 unconnected molecules or ions with the total composition C5H14N2O. The level of theory is ωB97M-V with the def2-TZVPD basis set.

Summary:
Total charge   +1
Highest occupied orbital energy (spin up / spin down)   -12.98 / -12.72 eV
Multiplicity   2
Kohn-Sham gap (spin up / spin down)   9.5 / 5.4 eV

Geometry as XYZ:
```
22
Properties=species:S:1:pos:R:3:lowdin_spin:R:1
C 0.55 1.11 -1.26 0.05
C 0.35 -0.45 -1.52 0.05
C 0.15 -1.02 -0.16 0.26
C -0.95 -0.80 0.63 0.21
N -1.04 -1.07 1.98 0.26
C 1.29 -1.82 0.34 0.04
N 0.26 1.81 -2.51 0.06
H -0.13 1.51 -0.52 0.00
H 1.57 1.29 -0.94 0.01
H -0.55 -0.52 -2.12 0.01
H 1.27 -0.76 -2.01 0.00
H -1.70 -0.07 0.34 0.00
H -1.99 -1.31 2.26 0.01
H -0.20 -1.54 2.28 0.00
H 1.07 -2.41 1.23 0.00
H 2.09 -1.07 0.48 0.01
H 1.62 -2.67 -0.26 0.01
H -0.63 2.28 -2.48 0.00
H 0.54 1.44 -3.40 0.00
H -0.90 1.47 3.02 0.00
H -1.40 2.25 1.83 0.00
O -1.28 2.34 2.77 0.00
```



--- Q ---
This record from OMol25 describes 2 unconnected molecules or ions with the total composition C5H14N2O. The level of theory is ωB97M-V with the def2-TZVPD basis set.

Summary:
Total charge   +1
Highest occupied orbital energy (spin up / spin down)   -9.70 / -12.60 eV
Multiplicity   2
Kohn-Sham gap (spin up / spin down)   5.9 / 8.8 eV

Geometry as XYZ:
```
22
Properties=species:S:1:pos:R:3:lowdin_spin:R:1
C 1.58 0.95 0.30 0.00
C 0.56 1.41 -0.72 0.01
C -0.34 0.22 -1.00 0.01
C 0.00 -0.59 -2.00 0.04
C -2.23 0.97 0.23 0.60
N -1.41 -0.09 -0.14 0.23
N 2.27 2.11 1.01 0.00
H 2.29 0.37 -0.28 0.00
H 1.11 0.39 1.09 0.00
H 0.09 2.36 -0.46 0.00
H 1.06 1.75 -1.63 0.00
H 0.88 -0.52 -2.62 0.00
H -0.54 -1.52 -2.11 0.00
H -2.14 1.87 -0.37 0.05
H -3.12 0.62 0.71 0.04
H -1.45 -1.00 0.27 0.00
H 2.86 1.84 1.80 0.00
H 1.53 2.67 1.43 0.00
H 2.94 2.53 0.37 0.00
H -2.51 -5.83 0.96 0.00
H -1.66 -5.30 2.05 0.00
O -1.78 -5.21 1.10 0.00
```



Which is most stable, and by how much? P, by 9.5 kcal/mol.



--- P ---
This record from OMol25 describes a gas-phase ion, CH2N3O3 (charge -1). The level of theory is ωB97M-V with the def2-TZVPD basis set.

Summary:
Total charge   -1
Structure (SMILES)   [H]/N=N\O/N=C(/[O-])O
Highest occupied orbital energy   -3.38 eV
Kohn-Sham gap   7.8 eV

Geometry as XYZ:
```
9
Properties=species:S:1:pos:R:3:nbo_charge:R:1
C -1.70 -0.02 -0.22 0.76
N 1.39 -0.28 0.12 0.11
N 2.57 0.07 0.09 -0.43
N -0.94 0.98 0.10 -0.38
O -1.25 -1.35 -0.25 -0.76
O 0.48 0.87 0.17 -0.35
O -2.89 0.14 -0.43 -0.72
H -0.43 -1.47 0.21 0.47
H 2.78 1.06 0.20 0.31
```



--- Q ---
This record from OMol25 describes 2 unconnected molecules or ions with the total composition CH2N3O3. The level of theory is ωB97M-V with the def2-TZVPD basis set.

Summary:
Total charge   -1
Highest occupied orbital energy (spin up / spin down)   -1.71 / -1.71 eV
Kohn-Sham gap (spin up / spin down)   5.5 / 5.5 eV

Geometry as XYZ:
```
9
Properties=species:S:1:pos:R:3:nbo_charge:R:1
C -0.30 0.18 0.06 0.37
N -2.20 -0.44 0.26 0.21
N 0.24 -0.93 0.08 -0.38
N 0.21 1.41 -0.05 -0.32
O -0.47 2.56 -0.23 -0.79
O -2.21 -1.57 -0.10 -0.24
O 1.74 -0.99 0.00 -0.64
H 1.18 1.66 0.33 0.34
H 1.80 -1.88 -0.35 0.46
```



--- R ---
This record from OMol25 describes a gas-phase ion, CH2N3O3 (charge -1). The level of theory is ωB97M-V with the def2-TZVPD basis set.

Summary:
Total charge   -1
Structure (SMILES)   O=C/N=N/N([O-])O
Highest occupied orbital energy   -4.02 eV
Kohn-Sham gap   8.3 eV

Geometry as XYZ:
```
9
Properties=species:S:1:pos:R:3:nbo_charge:R:1
C -1.12 -1.44 0.22 0.49
N 1.16 -1.10 0.12 -0.03
N -0.06 -0.55 0.25 -0.57
N 2.26 -0.66 -0.03 0.49
O 2.50 0.99 -0.18 -0.75
O -1.26 -2.59 -0.18 -0.67
O 3.35 -1.23 0.02 -0.48
H -2.12 -0.99 0.49 0.07
H 1.69 1.27 0.22 0.45
```



Which is most stable, and by how much? P, by 21.1 kcal/mol.



--- P ---
This record from OMol25 describes a molecular structure, C2H4N6O3. The level of theory is ωB97M-V with the def2-TZVPD basis set.

Summary:
Highest occupied orbital energy (spin up / spin down)   -8.25 / -8.29 eV
Kohn-Sham gap (spin up / spin down)   6.7 / 7.3 eV

Geometry as XYZ:
```
15
Properties=species:S:1:pos:R:3:nbo_charge:R:1
C 1.02 -0.01 1.00 0.28
C -0.30 -0.86 0.90 0.55
N 1.23 0.57 -0.14 -0.34
N -0.57 -0.76 -0.42 -0.25
N 0.30 0.07 -0.99 0.12
N 1.47 0.30 2.22 -0.76
N 0.51 0.15 -2.37 -0.60
N -2.31 -0.02 -0.48 0.60
O -0.86 -1.53 1.72 -0.52
O -3.25 -0.66 -0.47 -0.26
O -2.08 1.06 -0.95 -0.37
H 1.06 -0.31 2.80 0.40
H 2.43 0.60 2.34 0.41
H 1.43 0.58 -2.28 0.38
H -0.09 0.82 -2.85 0.37
```



--- Q ---
This record from OMol25 describes C2H4N6O3 in the gas phase. The level of theory is ωB97M-V with the def2-TZVPD basis set.

Summary:
Structure (SMILES)   Nc1nn(N)n([N+](=O)[O-])c1=O
Highest occupied orbital energy   -8.83 eV
Kohn-Sham gap   8.6 eV

Geometry as XYZ:
```
15
Properties=species:S:1:pos:R:3:nbo_charge:R:1
C 1.14 0.82 0.15 0.26
C -0.27 1.22 -0.06 0.57
N 1.26 -0.46 0.29 -0.28
N -0.91 -0.03 -0.09 -0.20
N 0.04 -1.04 0.26 0.05
N 2.14 1.73 0.16 -0.79
N -0.12 -2.21 -0.46 -0.64
N -2.28 -0.30 0.02 0.66
O -3.01 0.53 -0.42 -0.33
O -0.77 2.31 -0.13 -0.53
O -2.55 -1.35 0.53 -0.35
H 1.87 2.69 0.26 0.41
H 3.04 1.44 0.49 0.41
H -0.18 -3.01 0.16 0.38
H 0.60 -2.34 -1.17 0.36
```



Which is most stable, and by how much? Q, by 37.1 kcal/mol.